Record 1
{"formula": "C12H9BCl40N", "method": "the ωB97M-V functional and the def2-TZVPD basis", "elements": ["B", "N", "C", "C", "H", "H", "H", "H", "H", "H", "H", "H", "H", "C", "Cl", "Cl", "Cl", "Cl", "C", "Cl", "Cl", "Cl", "Cl", "C", "Cl", "Cl", "Cl", "Cl", "C", "Cl", "Cl", "Cl", "Cl", "C", "Cl", "Cl", "Cl", "Cl", "C", "Cl", "Cl", "Cl", "Cl", "C", "Cl", "Cl", "Cl", "Cl", "C", "Cl", "Cl", "Cl", "Cl", "C", "Cl", "Cl", "Cl", "Cl", "C", "Cl", "Cl", "Cl", "Cl"], "xyz": [[-2.0097, -3.4298, 3.6960], [-2.5143, -3.1570, 2.2560], [-1.9816, -1.9606, 1.6516], [-0.5289, -2.0573, 1.1559], [-0.8069, -3.7069, 3.7863], [-2.6233, -4.4033, 4.1200], [-2.2707, -2.5140, 4.4482], [-2.4059, -3.9573, 1.6471], [-2.6353, -1.6643, 0.8267], [-2.0395, -1.1708, 2.3933], [0.0189, -1.1443, 1.3729], [-0.5201, -2.1644, 0.0699], [0.0082, -2.8998, 1.5707], [1.2339, 1.4551, -0.1687], [2.3782, 1.0972, 1.1266], [1.3290, 0.2082, -1.4157], [-0.3999, 1.4920, 0.4804], [1.6331, 3.0088, -0.9152], [-0.7772, -0.7456, 6.9998], [0.8849, -1.0040, 7.5682], [-0.7336, 0.1333, 5.4677], [-1.5748, -2.2815, 6.7764], [-1.6537, 0.2259, 8.2034], [2.9350, 4.8607, -4.0885], [1.4440, 4.8501, -5.0302], [4.1523, 5.8430, -4.9429], [2.6165, 5.5202, -2.4844], [3.5500, 3.2169, -3.9120], [-5.7569, -3.9615, 7.1459], [-5.3905, -2.2356, 7.1788], [-7.0553, -4.2639, 5.9813], [-4.3183, -4.8624, 6.6793], [-6.2928, -4.4770, 8.7592], [-0.3873, -6.2445, 6.5123], [-1.9174, -6.0886, 5.6438], [0.8061, -5.1280, 5.8717], [-0.6498, -5.8914, 8.2327], [0.2283, -7.9066, 6.3478], [4.5371, 1.2288, -7.4774], [3.7765, 1.0254, -9.0606], [4.4347, 2.9182, -6.9805], [3.7098, 0.2174, -6.2901], [6.2347, 0.7469, -7.5736], [-1.0471, 0.0415, -5.8688], [-0.2514, -1.4054, -6.4960], [-0.3112, 0.4920, -4.3210], [-0.8577, 1.3639, -7.0277], [-2.7636, -0.2888, -5.6273], [4.6094, 9.6802, -2.3347], [5.7550, 9.5745, -0.9926], [4.6237, 8.1698, -3.2512], [2.9849, 9.9610, -1.6996], [5.0670, 11.0208, -3.3935], [-2.7918, 4.5507, -3.9856], [-4.5449, 4.4009, -3.8220], [-2.1483, 5.4665, -2.6197], [-2.0577, 2.9476, -4.0188], [-2.4179, 5.4004, -5.4951], [1.4951, -4.0233, -2.5318], [0.4946, -2.7021, -3.1435], [2.9904, -3.3593, -1.8645], [0.6217, -4.8913, -1.2747], [1.8823, -5.1274, -3.8619]], "nbo_charge": [-0.20, -0.85, -0.20, -0.63, -0.13, -0.11, -0.10, 0.33, 0.15, 0.18, 0.18, 0.17, 0.22, -0.23, 0.06, 0.05, 0.08, 0.03, -0.22, 0.02, 0.06, 0.13, 0.02, -0.22, 0.07, 0.04, 0.07, 0.07, -0.22, 0.06, 0.04, 0.09, 0.02, -0.22, 0.11, 0.08, 0.02, 0.01, -0.23, 0.05, 0.06, 0.06, 0.05, -0.23, 0.06, 0.07, 0.05, 0.06, -0.23, 0.05, 0.06, 0.05, 0.05, -0.23, 0.05, 0.06, 0.07, 0.04, -0.23, 0.05, 0.05, 0.09, 0.04], "lumo_ev": 1.21, "total_charge": -1, "largest_force_ev_per_a": 1.052, "energy_ha": -18949.8097}



Record 2
{"formula": "C12H9BrN4O2S", "method": "the ωB97M-V functional and the def2-TZVPD basis", "elements": ["O", "C", "C", "C", "S", "C", "N", "C", "N", "N", "C", "O", "N", "C", "C", "C", "C", "Br", "C", "C", "H", "H", "H", "H", "H", "H", "H", "H", "H"], "xyz": [[-0.9518, 1.0904, 1.7479], [-0.8672, 0.9896, 0.5690], [-0.4046, 2.1905, -0.3192], [1.1318, 2.2519, -0.2843], [2.1836, 2.8383, 1.0593], [3.5868, 2.3575, 0.1544], [4.8884, 2.3925, 0.2529], [5.3260, 1.7796, -0.9744], [4.3150, 1.3720, -1.7698], [3.2533, 1.8118, -1.0111], [1.8992, 1.7759, -1.2974], [1.5524, 1.3619, -2.4985], [-1.0161, -0.2808, 0.0181], [-1.8278, -1.3987, 0.4848], [-2.5316, -1.3340, 1.7249], [-3.4090, -2.4256, 2.1418], [-3.4800, -3.5819, 1.3199], [-4.0319, -5.1956, 1.9092], [-2.8061, -3.6408, 0.0304], [-2.0116, -2.5994, -0.3545], [-0.9786, 2.0351, -1.2576], [-0.8055, 3.0831, 0.1252], [6.3344, 1.8709, -1.2938], [2.3661, 1.3155, -3.0305], [-0.8192, -0.2888, -1.0095], [-2.5688, -0.4195, 2.3279], [-4.0294, -2.1906, 2.9834], [-2.9025, -4.6068, -0.5342], [-1.3955, -2.5539, -1.2142]], "nbo_charge": [-0.58, 0.69, -0.51, -0.28, 0.42, 0.19, -0.49, 0.16, -0.32, -0.23, 0.46, -0.65, -0.63, 0.16, -0.23, -0.21, -0.17, 0.11, -0.22, -0.22, 0.24, 0.25, 0.21, 0.51, 0.39, 0.25, 0.23, 0.24, 0.21], "smiles": "O=C(Cc1sc2ncnn2c1O)Nc1ccc(Br)cc1", "lumo_ev": 0.32, "total_charge": 0, "largest_force_ev_per_a": 3.640, "e_above_lowest_kcal_mol": 0.0, "energy_ha": -3804.3389}



Record 3
{"formula": "C12H9F3N2O4S2", "method": "the ωB97M-V functional and the def2-TZVPD basis", "elements": ["N", "C", "O", "C", "C", "C", "S", "O", "O", "N", "C", "C", "C", "C", "O", "C", "F", "F", "F", "C", "C", "C", "S", "H", "H", "H", "H", "H", "H", "H", "H", "H"], "xyz": [[2.6521, -4.0614, 2.7421], [1.6691, -4.3238, 1.8492], [0.9359, -5.2847, 1.9368], [1.5336, -3.3465, 0.7484], [2.1169, -2.1269, 0.5342], [1.6785, -1.5360, -0.6636], [2.2792, 0.0414, -1.2110], [1.7911, 0.3034, -2.5271], [3.6812, 0.1198, -0.9385], [1.5882, 1.0851, -0.0893], [0.3116, 1.6189, -0.1398], [-0.0196, 2.7227, 0.6486], [-1.2988, 3.2361, 0.6297], [-2.2633, 2.6548, -0.1814], [-3.5337, 3.2627, -0.1222], [-4.5310, 2.7943, -0.8393], [-4.3286, 2.8298, -2.1689], [-5.6135, 3.5275, -0.6002], [-4.8628, 1.5184, -0.5636], [-1.9519, 1.5636, -0.9728], [-0.6671, 1.0474, -0.9452], [0.7812, -2.3024, -1.3451], [0.4380, -3.7606, -0.5266], [3.3125, -3.3173, 2.6158], [2.8012, -4.7230, 3.4858], [2.8305, -1.6458, 1.1767], [2.2719, 1.5981, 0.4431], [0.7320, 3.1775, 1.2758], [-1.5674, 4.0882, 1.2316], [-2.6825, 1.1005, -1.6158], [-0.4145, 0.2143, -1.5769], [0.3301, -2.0760, -2.2904]], "nbo_charge": [-0.81, 0.64, -0.59, -0.31, -0.19, -0.40, 2.34, -0.91, -0.93, -0.85, 0.13, -0.22, -0.22, 0.25, -0.49, 1.17, -0.33, -0.31, -0.33, -0.25, -0.19, -0.37, 0.56, 0.39, 0.41, 0.23, 0.42, 0.21, 0.23, 0.24, 0.22, 0.26], "smiles": "NC(=O)c1cc(S(=O)(=O)Nc2ccc(OC(F)(F)F)cc2)cs1", "lumo_ev": -0.11, "total_charge": 0, "largest_force_ev_per_a": 1.732, "e_above_lowest_kcal_mol": 0.0, "energy_ha": -1969.1633}



Record 4
{"formula": "C12H9I2N2SbSe4W", "method": "the ωB97M-V functional and the def2-TZVPD basis", "elements": ["W", "C", "C", "C", "C", "C", "C", "N", "N", "C", "C", "C", "C", "C", "C", "H", "H", "H", "H", "H", "H", "H", "H", "H", "Se", "Sb", "Se", "Se", "Se", "I", "I"], "xyz": [[0.0706, -1.2446, 1.4474], [-2.7139, 3.6343, 0.5893], [-3.2733, 2.3919, 0.3231], [-2.4598, 1.2954, 0.0857], [-1.0842, 1.4684, 0.1000], [-0.5108, 2.7044, 0.3452], [-1.3348, 3.7899, 0.5987], [-0.2280, 0.3291, -0.1038], [0.4532, 0.3661, -1.1510], [1.2915, -0.7313, -1.3175], [2.0261, -0.7994, -2.5029], [2.8431, -1.8888, -2.7074], [2.9117, -2.8796, -1.7270], [2.1820, -2.7884, -0.5500], [1.3364, -1.7032, -0.3071], [-3.3544, 4.4836, 0.7856], [-4.3481, 2.2732, 0.3012], [-2.8795, 0.3207, -0.1309], [0.5673, 2.8034, 0.3495], [-0.8979, 4.7581, 0.8038], [1.9236, -0.0081, -3.2334], [3.4200, -1.9811, -3.6172], [3.5487, -3.7410, -1.8885], [2.2736, -3.5826, 0.1810], [0.5281, -3.3608, 2.5820], [1.6925, -1.5503, 3.9815], [2.0260, 0.1198, 2.1112], [-1.5351, -0.2882, 2.8855], [-0.3851, -0.4894, 4.9589], [-1.8156, -2.5713, -0.1506], [-2.2739, -1.1303, -3.0422]], "mulliken_spin": [0.93, 0.00, 0.00, 0.00, 0.01, 0.00, 0.00, -0.01, -0.01, 0.02, 0.00, 0.01, -0.01, 0.01, 0.00, 0.00, 0.00, 0.00, 0.00, 0.00, 0.00, 0.00, 0.00, 0.00, 0.03, 0.00, 0.06, -0.12, 0.11, 0.19, 0.77], "s_squared": 2.028, "lumo_ev": [-2.26, -2.22], "total_charge": 0, "multiplicity": 3, "largest_force_ev_per_a": 2.227, "e_above_lowest_kcal_mol": 3.4, "energy_ha": -11080.7195}



Record 5
{"formula": "C12H9N4O2PdSTe4", "method": "the ωB97M-V functional and the def2-TZVPD basis", "elements": ["Pd", "Te", "Te", "Te", "Te", "N", "C", "C", "C", "C", "C", "C", "S", "N", "C", "C", "C", "C", "C", "C", "N", "H", "H", "H", "H", "H", "H", "H", "H", "H", "O", "N", "O"], "xyz": [[1.3190, 2.2482, 0.3100], [2.6436, 2.3484, 2.5742], [0.4826, 4.0141, 2.5052], [-0.8200, 4.2399, -0.1181], [-0.0585, 2.3688, -1.9436], [-1.0071, -1.4342, 0.5585], [-2.2747, -0.9476, 0.1645], [-3.0909, -1.6574, -0.6995], [-4.3189, -1.1231, -1.0687], [-4.7035, 0.1306, -0.6128], [-3.8600, 0.8546, 0.2211], [-2.6624, 0.2954, 0.6364], [-1.5812, 1.0898, 1.7610], [-0.0794, 0.6684, 1.0428], [0.0460, -0.5356, 0.6305], [1.3758, -1.0872, 0.2501], [1.7028, -2.4073, 0.5544], [2.9632, -2.8668, 0.2111], [3.8485, -2.0039, -0.4168], [3.4347, -0.7016, -0.6617], [2.2279, -0.2610, -0.3347], [-0.7578, -2.3044, 0.1147], [-2.7681, -2.6185, -1.0841], [-4.9655, -1.6805, -1.7339], [-5.6502, 0.5537, -0.9219], [-4.1175, 1.8525, 0.5521], [1.0123, -3.0492, 1.0874], [3.2550, -3.8827, 0.4457], [4.8418, -2.3271, -0.6972], [4.0806, 0.0402, -1.1194], [3.7190, 2.5162, -1.0601], [2.8519, 3.2295, -0.5600], [2.9110, 4.4379, -0.5877]], "nbo_charge": [0.42, -0.34, -0.15, -0.13, -0.37, -0.61, 0.23, -0.27, -0.20, -0.23, -0.18, -0.26, 0.51, -0.63, 0.44, 0.14, -0.25, -0.17, -0.25, 0.06, -0.39, 0.39, 0.20, 0.21, 0.21, 0.23, 0.21, 0.21, 0.22, 0.23, -0.49, 0.40, -0.41], "lumo_ev": 2.26, "total_charge": -1, "largest_force_ev_per_a": 0.305, "energy_ha": -2430.3837}



Record 6
{"formula": "C12HCl4F2O7V", "method": "the ωB97M-V functional and the def2-TZVPD basis", "elements": ["V", "Cl", "C", "C", "Cl", "C", "Cl", "C", "O", "C", "O", "C", "Cl", "O", "C", "C", "O", "C", "C", "O", "C", "O", "O", "F", "C", "F", "H"], "xyz": [[-0.4849, 1.1403, 0.3087], [1.0630, -2.6855, -5.2072], [0.3114, -1.7760, -3.9514], [-1.0782, -1.8410, -3.8004], [-2.0345, -2.7977, -4.8711], [-1.6845, -1.1274, -2.7697], [-3.3911, -1.1414, -2.5374], [-0.9061, -0.3797, -1.9070], [-1.3197, 0.3173, -0.8574], [0.5095, -0.2553, -2.0587], [1.1080, 0.5075, -1.2200], [1.0929, -0.9889, -3.1102], [2.8018, -0.8898, -3.3152], [2.8536, -0.2948, 5.0524], [2.1471, -0.0085, 4.1310], [1.0587, -0.9094, 3.5231], [0.7577, -2.0131, 3.8988], [0.5153, -0.1037, 2.4244], [1.1454, 1.1356, 2.3406], [0.6741, 1.8712, 1.3584], [2.1732, 1.3130, 3.3513], [2.9061, 2.2463, 3.5786], [-0.4048, -0.3229, 1.5388], [-2.9358, 2.3389, -0.1328], [-2.1845, 1.9747, 0.9842], [-1.8118, 3.1910, 1.5683], [-2.8819, 1.4994, 1.6798]], "mulliken_spin": [1.15, 0.00, -0.01, 0.00, 0.00, 0.00, 0.00, -0.01, -0.05, -0.01, -0.01, 0.00, 0.00, 0.00, 0.00, 0.01, -0.01, -0.02, 0.03, -0.02, 0.01, 0.01, -0.02, 0.00, -0.07, 0.00, 0.01], "s_squared": 0.767, "lumo_ev": [1.51, 1.71], "total_charge": -1, "multiplicity": 2, "largest_force_ev_per_a": 4.652, "e_above_lowest_kcal_mol": 27.3, "energy_ha": -3969.1722}



Please write out number 3 again, unchanged.
{"formula": "C12H9F3N2O4S2", "method": "the ωB97M-V functional and the def2-TZVPD basis", "elements": ["N", "C", "O", "C", "C", "C", "S", "O", "O", "N", "C", "C", "C", "C", "O", "C", "F", "F", "F", "C", "C", "C", "S", "H", "H", "H", "H", "H", "H", "H", "H", "H"], "xyz": [[2.6521, -4.0614, 2.7421], [1.6691, -4.3238, 1.8492], [0.9359, -5.2847, 1.9368], [1.5336, -3.3465, 0.7484], [2.1169, -2.1269, 0.5342], [1.6785, -1.5360, -0.6636], [2.2792, 0.0414, -1.2110], [1.7911, 0.3034, -2.5271], [3.6812, 0.1198, -0.9385], [1.5882, 1.0851, -0.0893], [0.3116, 1.6189, -0.1398], [-0.0196, 2.7227, 0.6486], [-1.2988, 3.2361, 0.6297], [-2.2633, 2.6548, -0.1814], [-3.5337, 3.2627, -0.1222], [-4.5310, 2.7943, -0.8393], [-4.3286, 2.8298, -2.1689], [-5.6135, 3.5275, -0.6002], [-4.8628, 1.5184, -0.5636], [-1.9519, 1.5636, -0.9728], [-0.6671, 1.0474, -0.9452], [0.7812, -2.3024, -1.3451], [0.4380, -3.7606, -0.5266], [3.3125, -3.3173, 2.6158], [2.8012, -4.7230, 3.4858], [2.8305, -1.6458, 1.1767], [2.2719, 1.5981, 0.4431], [0.7320, 3.1775, 1.2758], [-1.5674, 4.0882, 1.2316], [-2.6825, 1.1005, -1.6158], [-0.4145, 0.2143, -1.5769], [0.3301, -2.0760, -2.2904]], "nbo_charge": [-0.81, 0.64, -0.59, -0.31, -0.19, -0.40, 2.34, -0.91, -0.93, -0.85, 0.13, -0.22, -0.22, 0.25, -0.49, 1.17, -0.33, -0.31, -0.33, -0.25, -0.19, -0.37, 0.56, 0.39, 0.41, 0.23, 0.42, 0.21, 0.23, 0.24, 0.22, 0.26], "smiles": "NC(=O)c1cc(S(=O)(=O)Nc2ccc(OC(F)(F)F)cc2)cs1", "lumo_ev": -0.11, "total_charge": 0, "largest_force_ev_per_a": 1.732, "e_above_lowest_kcal_mol": 0.0, "energy_ha": -1969.1633}